The following is a DFT calculation (ωB97M-V/def2-TZVPD) of a molecular structure, C41H30AuF3O8S4.

HOMO level: -8.14 eV
Max |F|: 0.59 eV/Å
Total charge: 0
Electronic energy: -4210.26630 Ha
LUMO level: -1.47 eV
Gap between HOMO and LUMO: 0.2450 Ha
Energy relative to the best compared isomer or geometry (same formula, charge and spin): 0.0000 eV

Each line ends with the Mulliken charge.
Positions of all 87 atoms, in Å:
Au 2.61 0.81 2.31  1.201
O 3.64 -0.50 3.47  -0.604
S 2.67 -0.55 4.65  1.368
O 3.30 -0.23 5.89  -0.699
O 1.58 0.37 4.23  -0.755
C 2.01 -2.20 4.82  0.545
C 1.94 -2.61 6.15  -0.673
C 1.40 -3.85 6.48  -0.616
C 0.95 -4.68 5.47  -0.707
C 1.02 -4.27 4.15  -0.683
C 1.55 -3.04 3.80  -0.387
S 1.57 -2.67 2.03  1.461
O 0.55 -3.53 1.47  -0.740
O 2.92 -2.92 1.58  -0.742
O 1.20 -1.25 1.99  0.418
H 2.31 -1.96 6.93  0.544
H 1.35 -4.15 7.51  0.394
H 0.53 -5.65 5.71  0.405
H 0.66 -4.90 3.35  0.586
C 4.28 -2.65 -6.65  -1.485
C 3.56 -2.15 -5.43  1.102
C 2.51 -2.89 -4.88  -0.825
C 1.83 -2.44 -3.76  -0.250
C 2.19 -1.22 -3.20  -0.582
C 3.24 -0.47 -3.71  -0.159
C 3.91 -0.95 -4.83  -0.905
S 1.34 -0.68 -1.74  1.396
O 2.11 0.48 -1.19  -0.660
C -0.09 0.12 -2.49  0.860
C -0.11 0.60 -3.81  -0.542
C -1.18 1.32 -4.26  -1.558
C -2.28 1.58 -3.41  1.357
C -3.39 2.33 -3.86  -1.058
C -4.45 2.58 -3.03  -0.683
C -4.44 2.09 -1.70  -1.008
C -3.38 1.36 -1.24  -0.638
C -2.27 1.10 -2.08  0.477
C -1.13 0.36 -1.62  -0.325
C -1.12 -0.10 -0.20  -0.877
C -1.74 -1.34 0.14  1.096
C -2.22 -2.23 -0.85  -1.176
C -2.75 -3.44 -0.49  -0.939
C -2.83 -3.81 0.86  -0.761
C -2.39 -2.97 1.84  -0.995
C -1.83 -1.71 1.51  0.485
C -1.36 -0.83 2.51  -0.757
C -0.77 0.35 2.18  -0.476
C -0.62 0.68 0.81  2.002
S 0.36 2.11 0.40  0.818
O 1.34 2.25 1.60  -0.850
C -0.77 3.42 0.80  -0.027
C -0.89 3.92 2.09  -0.571
C -1.83 4.92 2.32  -0.989
C -2.63 5.41 1.30  1.039
C -3.65 6.49 1.56  -1.485
C -2.47 4.90 0.01  -0.924
C -1.54 3.91 -0.24  -0.292
H 4.40 -3.73 -6.62  0.378
H 5.27 -2.20 -6.73  0.364
H 3.73 -2.41 -7.55  0.278
H 2.24 -3.84 -5.31  0.359
H 1.05 -3.03 -3.30  0.513
H 3.52 0.45 -3.22  0.512
H 4.74 -0.38 -5.23  0.335
H 0.73 0.40 -4.46  0.468
H -1.20 1.69 -5.28  0.394
H -3.40 2.70 -4.88  0.452
H -5.29 3.16 -3.38  0.423
H -5.28 2.29 -1.05  0.469
H -3.37 0.99 -0.23  0.470
H -2.15 -1.95 -1.89  0.569
H -3.10 -4.11 -1.26  0.422
H -3.24 -4.78 1.13  0.396
H -2.44 -3.25 2.88  0.445
H -1.45 -1.12 3.55  0.373
H -0.35 0.99 2.94  0.334
H -0.26 3.56 2.88  0.457
H -1.93 5.33 3.32  0.320
H -3.60 6.83 2.59  0.342
H -4.66 6.12 1.37  0.324
H -3.49 7.35 0.91  0.357
H -3.08 5.28 -0.80  0.428
H -1.41 3.52 -1.25  0.745
F 3.81 2.18 0.18  -0.205
C 4.15 1.28 1.09  0.541
F 5.10 1.82 1.86  -0.244
F 4.66 0.22 0.50  -0.166